No. 1
This record from OMol25 describes a structure of composition C39H44N3O8P2PdSSi2. The level of theory is ωB97M-V/def2-TZVPD.

Its largest force on an atom is 0.43 eV/A. The multiplicity is 3. As for the HOMO-LUMO gap (spin up / spin down): 0.2568 / 0.2598 Eh. As for the HOMO energy (spin up / spin down): -4.970 / -5.094 eV. For the energy relative to the best compared isomer or geometry (same formula, charge and spin), the calculation gives 0.000 eV. The total charge is -1.

XYZ file:
```
100
Properties=species:S:1:pos:R:3:mulliken_spin:R:1
Pd 0.99 0.41 -1.05 1.567
C 3.69 2.52 -4.39 0.000
C 3.29 2.38 -2.93 0.002
O 4.06 3.29 -2.13 0.000
P 3.74 0.74 -2.26 0.008
O 3.20 -0.43 -3.13 -0.002
O 5.31 0.63 -2.50 0.000
O 3.34 0.67 -0.82 0.050
P 1.50 2.75 -2.64 -0.013
O 1.24 4.07 -3.53 -0.001
O 0.71 1.58 -3.16 0.040
O 1.35 3.11 -1.19 0.016
H 4.75 2.27 -4.51 0.000
H 3.53 3.55 -4.71 0.000
H 3.09 1.85 -5.01 0.000
H 3.57 3.39 -1.30 0.000
H 2.49 -1.00 -2.62 0.005
H 5.79 1.10 -1.81 0.000
H 1.03 4.80 -2.94 0.001
S -5.57 1.96 -1.23 0.000
C -3.87 1.42 -1.17 -0.006
C -3.32 0.64 -2.18 0.005
C -2.00 0.26 -2.07 -0.022
N -1.24 0.61 -1.03 0.099
C -1.75 1.39 -0.08 -0.033
C -3.07 1.81 -0.10 0.006
C -6.37 0.39 -1.44 0.000
C -7.29 0.21 -2.46 0.000
C -7.93 -1.02 -2.57 0.000
N -7.69 -2.05 -1.76 0.000
C -6.80 -1.87 -0.79 0.000
C -6.12 -0.68 -0.58 0.000
H -3.91 0.33 -3.03 0.001
H -1.53 -0.34 -2.83 0.007
H -1.08 1.64 0.73 0.014
H -3.46 2.42 0.70 0.001
H -7.50 1.00 -3.16 0.000
H -8.65 -1.19 -3.36 0.000
H -6.61 -2.71 -0.14 0.000
H -5.40 -0.58 0.22 0.000
C 1.16 -4.54 -0.60 0.006
Si 1.04 -2.65 -0.45 0.014
C -0.62 -2.38 0.38 -0.008
C 2.53 -2.24 0.60 -0.007
N 1.14 -1.68 -1.91 0.171
C 0.45 -2.03 -3.09 -0.066
C -0.20 -3.26 -3.26 0.032
C -0.86 -3.60 -4.43 -0.013
C -0.90 -2.73 -5.50 0.024
C -0.25 -1.51 -5.37 -0.017
C 0.42 -1.17 -4.20 0.023
H 1.35 -4.89 0.42 -0.001
H 1.99 -4.87 -1.22 0.001
H 0.25 -5.04 -0.93 0.001
H -0.81 -3.15 1.13 -0.001
H -1.41 -2.45 -0.38 0.000
H -0.68 -1.40 0.85 -0.002
H 2.37 -2.57 1.63 -0.001
H 2.78 -1.18 0.61 0.006
H 3.39 -2.79 0.21 0.001
H -0.19 -3.98 -2.46 0.003
H -1.34 -4.57 -4.49 -0.001
H -1.41 -2.99 -6.42 0.002
H -0.24 -0.80 -6.19 -0.001
H 0.90 -0.21 -4.14 0.004
O 0.94 0.53 1.03 0.110
Si 0.98 0.62 2.61 -0.029
C 0.38 2.34 3.12 0.010
C 0.32 3.35 2.16 0.005
C -0.11 4.63 2.49 -0.001
C -0.49 4.92 3.80 0.000
C -0.43 3.93 4.77 0.000
C 0.00 2.65 4.43 -0.001
C 2.70 0.39 3.34 0.002
C 2.92 0.06 4.68 0.001
C 4.21 -0.02 5.20 0.000
C 5.30 0.22 4.39 0.000
C 5.11 0.55 3.05 0.000
C 3.82 0.64 2.54 -0.004
C -0.17 -0.63 3.46 0.000
C -1.53 -0.36 3.57 0.000
C -2.42 -1.31 4.05 0.000
C -1.96 -2.56 4.44 0.000
C -0.61 -2.84 4.35 0.000
C 0.28 -1.89 3.86 0.000
H 0.62 3.14 1.14 -0.004
H -0.15 5.40 1.73 0.000
H -0.82 5.92 4.06 0.000
H -0.72 4.15 5.79 0.000
H 0.03 1.89 5.20 0.000
H 2.08 -0.13 5.33 0.000
H 4.35 -0.28 6.24 0.000
H 6.31 0.15 4.79 0.000
H 5.96 0.74 2.41 0.000
H 3.67 0.88 1.49 -0.004
H -1.91 0.62 3.27 0.001
H -3.48 -1.07 4.12 0.000
H -2.65 -3.30 4.82 0.000
H -0.24 -3.82 4.65 0.000
H 1.33 -2.13 3.79 0.000
```


No. 2
This record from OMol25 describes a cluster of 6 separate species, C39H45F4N7O5S2 in total at a distorted geometry. The level of theory is ωB97M-V/def2-TZVPD.

Its largest force on an atom is 1.67 eV/A. As for the HOMO-LUMO gap: 0.3446 Eh. As for the HOMO energy: -9.252 eV. As for the SMILES: O=C1N[C@@](CCCS(=O)(=O)O)(C[C@H](O)C(F)(F)F)[C@@H](N=C=S)[C@H]1CCCF.c1ccncc1.c1ccncc1.c1ccncc1.c1ccncc1.c1ccncc1.

XYZ file:
```
102
Properties=species:S:1:pos:R:3:mulliken_charge:R:1
O 1.83 -3.14 -0.19 -0.641
C 0.67 -2.85 -0.27 -0.642
N 0.22 -1.60 -0.73 -0.032
C -1.22 -1.37 -0.39 3.222
C -1.32 -0.03 0.33 -2.480
C -0.91 1.22 -0.49 -0.692
C -0.02 2.18 0.31 -1.300
S 1.72 1.88 0.26 1.348
O 2.44 3.11 0.12 -0.619
O 2.05 1.02 1.36 -0.662
O 1.98 1.05 -1.07 -0.380
C -2.07 -1.53 -1.69 -1.852
C -3.08 -0.44 -2.05 -0.795
O -4.34 -1.03 -2.38 -0.611
C -2.68 0.39 -3.29 0.696
F -3.31 0.01 -4.39 -0.285
F -2.97 1.70 -3.09 -0.310
F -1.36 0.32 -3.54 -0.240
C -1.44 -2.56 0.56 -1.838
N -2.84 -2.90 0.82 -0.361
C -3.41 -2.53 1.82 0.447
S -4.16 -2.03 3.09 -0.400
C -0.53 -3.69 0.09 1.022
C -1.03 -4.62 -1.04 -0.566
C 0.03 -5.09 -2.04 -0.968
C 0.29 -4.11 -3.16 0.072
F 1.43 -4.49 -3.87 -0.387
H 0.84 -0.92 -0.29 0.094
H -2.34 0.10 0.69 0.394
H -0.70 -0.09 1.22 0.959
H -1.80 1.78 -0.77 0.536
H -0.41 0.94 -1.41 0.729
H -0.16 3.21 -0.01 0.553
H -0.30 2.13 1.36 0.451
H 2.62 0.35 -0.87 0.325
H -1.39 -1.73 -2.51 0.587
H -2.68 -2.42 -1.57 0.334
H -3.27 0.26 -1.24 0.794
H -4.88 -1.04 -1.58 0.422
H -0.99 -2.22 1.50 0.789
H -0.35 -4.33 0.95 0.742
H -1.87 -4.19 -1.60 0.346
H -1.43 -5.51 -0.57 0.123
H 0.96 -5.36 -1.54 0.335
H -0.34 -6.01 -2.49 0.486
H 0.46 -3.09 -2.81 -0.045
H -0.54 -4.08 -3.86 0.317
N 5.45 4.36 -4.99 -0.458
C 5.33 4.43 -3.66 -0.330
C 4.58 3.54 -2.91 -0.458
C 3.90 2.53 -3.57 0.206
C 4.01 2.44 -4.95 -0.773
C 4.79 3.38 -5.61 -0.128
H 5.87 5.24 -3.18 0.347
H 4.51 3.64 -1.83 0.364
H 3.30 1.82 -3.02 0.421
H 3.49 1.67 -5.51 0.365
H 4.90 3.35 -6.69 0.350
N 4.46 7.27 -7.56 -0.488
C 5.64 7.02 -7.00 0.117
C 6.77 7.80 -7.22 -0.575
C 6.66 8.90 -8.06 -0.298
C 5.43 9.17 -8.64 -0.343
C 4.37 8.33 -8.36 -0.204
H 5.69 6.15 -6.35 0.433
H 7.70 7.55 -6.74 0.366
H 7.51 9.53 -8.25 0.370
H 5.30 10.01 -9.31 0.352
H 3.39 8.50 -8.80 0.356
N 0.20 5.78 2.83 -0.557
C 0.01 6.22 4.07 -0.240
C 0.77 5.81 5.16 -0.312
C 1.79 4.89 4.94 -0.375
C 2.00 4.43 3.65 -0.383
C 1.19 4.91 2.64 -0.338
H -0.80 6.93 4.21 0.375
H 0.57 6.19 6.15 0.359
H 2.40 4.54 5.76 0.377
H 2.78 3.71 3.43 0.400
H 1.33 4.57 1.62 0.681
N -3.08 -5.57 2.59 -0.093
C -3.21 -5.70 3.91 -0.312
C -3.81 -6.79 4.52 -0.476
C -4.32 -7.79 3.71 -0.330
C -4.20 -7.67 2.34 -0.764
C -3.57 -6.54 1.83 -0.050
H -2.81 -4.89 4.51 0.532
H -3.88 -6.83 5.60 0.418
H -4.80 -8.66 4.15 0.377
H -4.58 -8.43 1.67 0.385
H -3.46 -6.41 0.76 0.325
N -3.54 -4.83 7.14 -0.217
C -2.63 -4.99 8.10 -0.161
C -2.75 -4.46 9.37 -0.630
C -3.87 -3.70 9.66 -0.121
C -4.83 -3.52 8.68 -0.720
C -4.62 -4.10 7.44 -0.071
H -1.76 -5.58 7.82 0.392
H -1.97 -4.62 10.11 0.364
H -4.00 -3.27 10.65 0.369
H -5.72 -2.94 8.87 0.364
H -5.34 -3.99 6.64 0.421
```


No. 3
This record from OMol25 describes a structure of composition C39H45GdN6O9 at a distorted geometry. The level of theory is ωB97M-V/def2-TZVPD.

Its largest force on an atom is 1.03 eV/A. The multiplicity is 8. As for the HOMO-LUMO gap (spin up / spin down): 0.2293 / 0.2715 Eh. As for the HOMO energy (spin up / spin down): -7.275 / -7.295 eV. For the energy relative to the best compared isomer or geometry (same formula, charge and spin), the calculation gives 0.000 eV.

XYZ file:
```
100
Properties=species:S:1:pos:R:3:mulliken_spin:R:1
Gd -0.69 -0.02 0.06 7.212
C -3.98 -1.09 2.00 0.000
C -3.61 0.38 2.10 0.005
O -3.18 0.91 0.87 -0.009
C -4.16 1.31 -0.06 0.005
C -4.57 0.19 -1.02 -0.001
O -3.43 -0.60 -1.28 -0.012
C -3.70 -1.67 -2.15 0.001
C -2.48 -2.59 -2.21 -0.004
O -1.73 -2.62 -1.01 -0.001
C -2.14 -3.54 -0.02 0.000
C -3.28 -3.02 0.83 0.001
O -2.91 -1.76 1.35 -0.004
H -4.90 -1.21 1.41 0.000
H -4.15 -1.51 2.99 0.000
H -2.76 0.51 2.77 -0.003
H -4.47 0.94 2.49 0.001
H -3.70 2.11 -0.63 -0.001
H -5.05 1.70 0.45 0.000
H -4.96 0.63 -1.94 0.000
H -5.37 -0.44 -0.59 0.000
H -3.93 -1.31 -3.16 0.000
H -4.59 -2.22 -1.79 0.000
H -1.78 -2.19 -2.94 0.004
H -2.79 -3.60 -2.50 0.000
H -1.26 -3.68 0.62 0.000
H -2.42 -4.49 -0.46 0.000
H -3.49 -3.73 1.65 0.000
H -4.20 -2.92 0.24 0.000
O -0.67 1.60 1.69 -0.022
C -0.09 2.74 1.91 0.010
C 0.38 3.07 3.20 -0.004
C 1.02 4.26 3.47 0.001
C 1.24 5.19 2.45 -0.002
C 0.76 4.91 1.19 0.002
C 0.08 3.72 0.89 -0.004
C -0.50 3.51 -0.42 0.007
N -1.14 2.43 -0.86 -0.028
C -1.58 2.72 -2.14 0.002
C -1.22 3.98 -2.47 -0.002
N -0.53 4.47 -1.39 0.000
H 0.22 2.34 3.99 0.000
H 1.38 4.47 4.47 0.000
H 1.77 6.11 2.64 0.000
H 0.92 5.65 0.41 0.000
H -2.11 1.99 -2.72 0.001
H -1.37 4.56 -3.37 0.000
H -0.12 5.38 -1.32 0.000
O 0.59 -2.16 0.36 -0.016
C 1.74 -2.54 0.22 0.005
C 2.85 -1.80 -0.30 0.006
C 4.07 -2.47 -0.45 -0.001
C 5.17 -1.83 -0.97 0.000
C 5.07 -0.48 -1.36 0.000
C 3.91 0.21 -1.20 -0.001
C 2.74 -0.40 -0.64 0.001
O 1.69 0.27 -0.44 -0.024
N 6.41 -2.55 -1.12 0.000
O 6.47 -3.70 -0.72 0.000
O 7.35 -1.96 -1.64 0.000
H 1.99 -3.58 0.52 -0.001
H 4.15 -3.52 -0.17 0.000
H 5.95 -0.01 -1.78 0.000
H 3.83 1.25 -1.49 0.000
C 2.88 -2.17 5.15 0.000
C 2.38 -0.73 5.14 0.000
N 1.66 -0.39 3.93 -0.001
C 2.48 -0.10 2.76 0.003
C 3.52 0.99 2.98 0.000
C 0.36 -0.78 3.77 0.004
C -0.39 -1.06 5.06 0.000
N -0.23 -0.90 2.63 -0.009
H 3.46 -2.37 6.06 0.000
H 3.53 -2.36 4.29 0.000
H 2.05 -2.87 5.11 0.000
H 3.23 -0.05 5.22 0.000
H 1.76 -0.55 6.02 0.000
H 1.81 0.22 1.98 0.000
H 2.99 -1.01 2.42 0.000
H 3.08 1.86 3.47 0.000
H 3.89 1.31 2.00 0.000
H 4.38 0.64 3.56 0.000
H -0.32 -0.20 5.73 0.000
H 0.02 -1.93 5.58 0.000
H -1.43 -1.25 4.84 0.000
H -1.19 -1.22 2.77 -0.004
N 0.07 0.60 -10.30 0.001
C 0.01 0.47 -9.16 0.000
C -0.07 0.32 -7.74 0.003
C 0.74 1.08 -6.90 -0.001
C 0.63 0.94 -5.53 0.004
C -0.28 0.04 -4.97 -0.009
C -1.09 -0.72 -5.83 0.003
C -0.99 -0.59 -7.20 -0.001
C -0.41 -0.07 -3.55 0.000
C -0.55 -0.15 -2.34 -0.116
H 1.44 1.77 -7.33 0.000
H 1.26 1.52 -4.87 0.000
H -1.79 -1.43 -5.40 0.000
H -1.61 -1.17 -7.86 0.000
```


No. 4
This record from OMol25 describes a structure of composition C39H45N2OSSi at a distorted geometry. The level of theory is ωB97M-V/def2-TZVPD.

Its largest force on an atom is 4.72 eV/A. As for the HOMO-LUMO gap: 0.2236 Eh. As for the HOMO energy: -9.723 eV. The total charge is +1.

XYZ file:
```
89
Properties=species:S:1:pos:R:3:mulliken_charge:R:1
C 2.42 0.71 3.71 -1.305
S 2.68 0.24 1.96 0.906
C 3.97 -0.99 2.36 -1.409
C 1.34 -0.80 1.43 -0.936
C 0.09 -0.47 2.16 1.500
C -0.74 -1.55 2.52 -0.656
C -1.99 -1.33 3.08 -0.851
C -2.39 -0.01 3.34 0.450
C -3.67 0.24 3.96 -0.128
N -4.72 0.44 4.44 -0.514
C -1.57 1.08 3.01 -1.223
C -0.33 0.84 2.40 -0.021
H 1.48 1.25 3.86 0.407
H 2.46 -0.20 4.32 0.435
H 3.26 1.37 3.95 0.472
H 4.10 -1.68 1.52 0.428
H 4.88 -0.40 2.53 0.460
H 3.66 -1.51 3.28 0.447
H 1.65 -1.82 1.66 1.037
H -0.38 -2.56 2.35 0.598
H -2.65 -2.16 3.32 0.460
H -1.88 2.10 3.24 0.446
H 0.29 1.70 2.14 0.456
C 7.58 4.12 -3.50 -1.085
Si 5.96 5.02 -3.37 0.303
C 6.07 6.54 -2.32 -1.145
C 5.25 5.40 -5.05 -0.940
O 4.92 4.03 -2.54 -0.499
C 3.93 3.04 -2.77 2.322
C 2.56 3.71 -3.07 -0.083
C 2.35 5.05 -2.74 -0.260
C 1.11 5.64 -3.01 -0.685
C 0.07 4.87 -3.54 -0.801
C 0.27 3.52 -3.83 -1.052
C 1.52 2.94 -3.62 -0.275
C 4.42 2.11 -3.90 0.238
C 3.96 2.30 -5.20 -0.281
C 4.47 1.52 -6.24 -0.956
C 5.48 0.59 -5.99 -0.668
C 5.98 0.45 -4.70 -0.934
C 5.47 1.22 -3.65 -0.408
C 3.80 2.33 -1.38 -1.620
C 3.37 3.31 -0.27 -1.200
C 1.87 3.19 -0.14 -0.833
C 1.51 1.79 -0.69 -0.110
N 2.73 1.31 -1.35 0.823
C 2.91 0.07 -1.79 0.390
C 1.90 -0.90 -1.85 -2.284
C 0.86 -1.08 -0.98 1.051
C -0.32 -1.76 -1.47 0.541
C -1.23 -2.59 -0.74 0.098
C -2.25 -3.32 -1.37 -0.853
C -2.46 -3.23 -2.75 -0.334
C -1.61 -2.41 -3.51 -0.903
C -0.58 -1.70 -2.89 -0.371
H 8.31 4.77 -4.00 0.400
H 7.96 3.87 -2.50 0.296
H 7.49 3.19 -4.07 0.270
H 6.80 7.24 -2.75 0.417
H 5.10 7.06 -2.26 0.309
H 6.39 6.29 -1.30 0.325
H 5.77 6.28 -5.45 0.530
H 5.39 4.56 -5.75 0.283
H 4.17 5.62 -5.00 0.248
H 3.14 5.64 -2.28 0.161
H 0.96 6.70 -2.79 0.433
H -0.91 5.33 -3.73 0.442
H -0.53 2.90 -4.24 0.489
H 1.71 1.90 -3.90 0.624
H 3.22 3.08 -5.41 0.577
H 4.07 1.66 -7.25 0.461
H 5.88 -0.01 -6.81 0.447
H 6.78 -0.26 -4.48 0.441
H 5.89 1.14 -2.64 0.372
H 4.76 1.85 -1.13 1.104
H 3.85 2.94 0.64 0.632
H 3.73 4.32 -0.45 0.282
H 1.54 3.29 0.90 0.639
H 1.34 3.95 -0.71 0.138
H 1.27 1.15 0.17 -0.670
H 0.64 1.80 -1.36 0.446
H 3.89 -0.19 -2.17 0.657
H 2.05 -1.60 -2.69 0.762
H 1.10 -0.77 0.17 -1.029
H -1.08 -2.68 0.33 0.355
H -2.90 -3.95 -0.77 0.388
H -3.27 -3.79 -3.23 0.389
H -1.76 -2.32 -4.59 0.377
H 0.07 -1.08 -3.51 0.357
```


No. 5
This record from OMol25 describes a cluster of 8 separate species, C39H45N7O2 in total at a distorted geometry. The level of theory is ωB97M-V/def2-TZVPD.

Its largest force on an atom is 3.22 eV/A. As for the HOMO-LUMO gap: 0.3631 Eh. As for the HOMO energy: -9.472 eV. As for the SMILES: c1ccncc1.c1ccncc1.c1ccncc1.c1ccncc1.c1ccncc1.c1ccncc1.c1ccncc1.COCCOC.

XYZ file:
```
93
Properties=species:S:1:pos:R:3:mulliken_charge:R:1
C -2.41 -1.86 -6.18 -0.634
O -1.96 -0.54 -6.24 -0.308
C -0.60 -0.37 -6.55 -0.925
C 0.28 0.00 -5.43 -0.116
O 0.66 -1.08 -4.65 -0.370
C 1.62 -0.62 -3.67 -0.665
H -2.48 -2.25 -7.19 0.408
H -3.40 -1.82 -5.71 0.159
H -1.74 -2.56 -5.62 0.265
H -0.48 0.39 -7.32 0.396
H -0.11 -1.28 -7.00 0.343
H -0.12 0.86 -4.86 0.235
H 1.17 0.42 -5.92 0.358
H 1.05 -0.07 -2.90 0.060
H 2.32 0.11 -4.06 0.463
H 2.07 -1.49 -3.28 0.395
N 4.80 4.33 6.19 -0.538
C 5.66 4.82 5.25 -0.229
C 5.59 4.41 3.93 -0.453
C 4.67 3.47 3.55 -0.220
C 3.80 2.99 4.46 -0.069
C 3.94 3.37 5.81 -0.382
H 6.43 5.54 5.55 0.335
H 6.17 4.87 3.10 0.306
H 4.63 3.25 2.50 0.556
H 3.05 2.26 4.14 0.323
H 3.39 2.89 6.61 0.372
N 2.15 -5.44 1.61 -0.618
C 1.71 -4.22 1.27 -0.304
C 0.80 -3.46 1.99 0.425
C 0.23 -4.06 3.10 -0.562
C 0.64 -5.35 3.43 -0.376
C 1.59 -6.00 2.69 -0.230
H 2.18 -3.71 0.43 0.386
H 0.57 -2.54 1.52 0.176
H -0.54 -3.58 3.66 0.482
H 0.16 -5.84 4.31 0.333
H 1.97 -7.03 2.93 0.333
N -3.13 0.40 -0.57 -0.287
C -2.68 1.42 -1.26 -0.098
C -2.66 1.51 -2.65 -0.817
C -3.22 0.48 -3.36 -0.017
C -3.75 -0.61 -2.66 -0.278
C -3.70 -0.62 -1.27 -0.520
H -2.22 2.22 -0.69 0.294
H -2.20 2.28 -3.19 0.496
H -3.27 0.45 -4.45 0.403
H -4.18 -1.48 -3.18 0.331
H -4.13 -1.41 -0.72 0.419
N 0.11 -0.20 2.40 -0.344
C 1.43 -0.21 2.41 -0.871
C 2.27 -0.20 1.30 -0.471
C 1.69 -0.25 0.09 0.012
C 0.33 -0.30 -0.06 0.581
C -0.46 -0.32 1.12 -0.736
H 1.85 -0.27 3.39 0.647
H 3.36 -0.12 1.26 0.460
H 2.28 -0.24 -0.81 0.301
H -0.11 -0.35 -1.05 0.176
H -1.54 -0.20 0.98 0.181
N -3.85 3.12 5.79 -0.574
C -4.56 3.06 4.64 -0.268
C -4.15 2.44 3.48 -0.607
C -2.86 1.85 3.52 0.157
C -2.11 1.86 4.66 -0.298
C -2.65 2.54 5.75 -0.266
H -5.50 3.54 4.64 0.370
H -4.75 2.44 2.61 0.453
H -2.43 1.36 2.66 0.371
H -1.11 1.38 4.73 0.339
H -2.00 2.62 6.63 0.309
N -2.51 -3.55 -3.36 -0.057
C -3.42 -4.44 -2.95 -0.359
C -3.39 -5.04 -1.70 -0.574
C -2.46 -4.62 -0.82 -0.362
C -1.44 -3.73 -1.22 -0.131
C -1.50 -3.32 -2.51 -0.468
H -4.26 -4.66 -3.62 0.353
H -4.14 -5.78 -1.45 0.418
H -2.53 -4.98 0.19 0.416
H -0.65 -3.43 -0.50 0.211
H -0.83 -2.50 -2.86 0.551
N 1.39 2.72 -1.41 -0.207
C 1.30 2.97 -0.10 -0.126
C 2.20 3.72 0.60 -0.789
C 3.29 4.21 -0.06 -0.370
C 3.47 3.89 -1.35 -0.653
C 2.49 3.13 -2.04 -0.295
H 0.47 2.51 0.40 0.545
H 2.07 3.94 1.64 0.521
H 3.98 4.82 0.50 0.530
H 4.36 4.19 -1.88 0.373
H 2.53 2.93 -3.07 0.512
```